This record from the Open Molecules 2025 dataset describes C5H7N in the gas phase. The level of theory is ωB97M-V/def2-TZVPD.

Calculated values
- E: -249.361375 a.u.
- Structure (SMILES): C1[C@H]2CN3[C@H]2[C@H]13
- Frontier orbital gap: 0.379 Ha

Last column: natural (NBO) charge in e.
CARTESIAN COORDINATES (ANGSTROEM)
C  1.110  -0.523  -0.198  -0.402
C  -0.160  -0.043  -0.923  -0.239
C  -1.249  -0.577  0.018  -0.221
N  -0.838  0.417  1.040  -0.367
C  -0.135  1.208  0.015  -0.098
C  0.646  0.372  0.951  -0.116
H  1.246  -1.603  -0.065  0.194
H  2.010  -0.080  -0.635  0.213
H  -0.257  -0.068  -2.009  0.216
H  -1.113  -1.614  0.353  0.180
H  -2.288  -0.416  -0.277  0.201
H  -0.139  2.283  -0.129  0.220
H  1.168  0.645  1.860  0.219

---

This record from the Open Molecules 2025 dataset describes a molecular structure, C25H32N10OV. The level of theory is ωB97M-V/def2-TZVPD.

Calculated values
- Spin multiplicity: 2
- E: -2537.223680 a.u.
- Total charge: +4
- Frontier orbital gap (spin up / spin down): 0.128 / 0.152 Ha

Last column: natural (NBO) charge in e.
CARTESIAN COORDINATES (ANGSTROEM)
V  0.366  -1.193  0.430  1.657
C  3.817  -3.118  -1.853  0.058
C  2.625  -3.022  -1.126  0.030
N  1.964  -1.870  -1.023  -0.457
C  2.462  -0.824  -1.734  0.108
C  3.686  -0.917  -2.379  0.066
N  4.366  -2.057  -2.414  -0.248
C  1.480  0.248  -1.899  0.175
C  1.467  1.246  -2.832  -0.146
C  0.261  1.944  -3.101  0.169
C  -0.923  1.477  -2.469  -0.224
C  -0.842  0.446  -1.571  0.272
N  0.360  -0.053  -1.193  -0.529
C  -1.946  -0.388  -1.062  0.104
C  -3.297  -0.130  -1.243  0.063
N  -4.220  -1.027  -0.916  -0.253
C  -3.823  -2.186  -0.416  0.058
C  -2.476  -2.438  -0.145  0.045
N  -1.544  -1.536  -0.459  -0.469
C  0.210  3.009  -4.078  -0.117
C  1.037  2.992  -5.205  -0.196
C  0.917  4.035  -6.111  0.067
N  0.091  5.068  -5.950  -0.286
C  -0.678  5.079  -4.863  0.064
C  -0.681  4.074  -3.909  -0.203
H  4.327  -4.070  -1.951  0.269
H  2.228  -3.908  -0.649  0.212
H  4.123  -0.064  -2.887  0.254
H  2.357  1.479  -3.402  0.268
H  -1.879  1.874  -2.781  0.274
H  -3.648  0.806  -1.664  0.249
H  -4.579  -2.935  -0.206  0.268
H  -2.164  -3.371  0.308  0.229
H  1.715  2.173  -5.406  0.227
H  1.514  4.048  -7.015  0.240
H  -1.327  5.940  -4.758  0.238
H  -1.324  4.145  -3.042  0.221
N  2.210  -0.699  1.465  -0.801
C  2.342  -1.700  2.568  -0.242
C  2.139  -3.080  1.989  -0.245
N  0.831  -3.086  1.233  -0.820
H  3.029  -0.747  0.859  0.419
H  2.236  0.235  1.876  0.427
H  1.572  -1.473  3.308  0.215
H  3.310  -1.622  3.065  0.279
H  2.126  -3.843  2.767  0.276
H  2.942  -3.331  1.300  0.235
H  0.098  -3.333  1.903  0.424
H  0.809  -3.840  0.544  0.432
C  -1.582  -1.982  3.750  -0.417
N  -1.441  -0.526  3.841  -0.355
C  -1.561  0.033  5.209  -0.418
C  -1.102  0.213  2.804  0.794
O  -0.449  -0.410  1.778  -0.652
N  -1.343  1.498  2.666  -0.339
C  -0.584  2.360  1.754  -0.408
C  -2.481  2.164  3.340  -0.419
H  -2.370  -2.292  4.434  0.279
H  -0.660  -2.482  4.057  0.212
H  -1.882  -2.275  2.745  0.198
H  -1.048  -0.652  5.882  0.252
H  -2.603  0.111  5.512  0.251
H  -1.077  1.002  5.261  0.237
H  0.351  1.891  1.458  0.195
H  -0.353  3.288  2.275  0.269
H  -1.182  2.594  0.873  0.227
H  -3.191  1.425  3.696  0.238
H  -2.969  2.794  2.599  0.250
H  -2.137  2.789  4.162  0.252

---

This record from the Open Molecules 2025 dataset describes C5H5FN2 in the gas phase. The level of theory is ωB97M-V/def2-TZVPD.

Calculated values
- E: -402.868998 a.u.
- Structure (SMILES): CC(C#N)(C#N)CF
- Frontier orbital gap: 0.468 Ha

Last column: natural (NBO) charge in e.
CARTESIAN COORDINATES (ANGSTROEM)
C  -0.761  0.731  0.948  -0.578
C  0.254  0.092  -0.031  -0.280
C  0.683  1.102  -1.028  0.280
N  0.974  1.901  -1.792  -0.265
C  1.426  -0.392  0.714  0.280
N  2.307  -0.793  1.349  -0.263
C  -0.401  -1.091  -0.766  0.092
F  0.493  -1.646  -1.626  -0.336
H  -1.643  1.087  0.399  0.231
H  -1.071  -0.033  1.696  0.230
H  -0.320  1.560  1.489  0.244
H  -1.252  -0.687  -1.322  0.182
H  -0.690  -1.830  -0.030  0.183

---

This record from the Open Molecules 2025 dataset describes 3 unconnected molecules or ions with the total composition C3H13NO3. The level of theory is ωB97M-V/def2-TZVPD.

Calculated values
- E: -402.504755 a.u.
- Structure (SMILES): NCCCO.O.O
- Frontier orbital gap: 0.396 Ha

Last column: natural (NBO) charge in e.
CARTESIAN COORDINATES (ANGSTROEM)
N  1.110  -2.535  0.635  -0.833
C  1.359  -1.074  0.579  -0.214
C  0.084  -0.282  0.360  -0.451
C  0.373  1.185  0.625  -0.015
O  -0.566  2.061  0.061  -0.812
H  1.970  -2.986  0.945  0.354
H  0.609  -2.656  1.519  0.342
H  2.039  -0.812  -0.228  0.196
H  1.788  -0.789  1.547  0.164
H  -0.243  -0.361  -0.676  0.235
H  -0.771  -0.440  1.003  0.208
H  0.264  1.443  1.676  0.175
H  1.364  1.530  0.323  0.158
H  -0.822  2.594  -0.677  0.492
O  -2.289  4.242  -1.585  -0.910
H  -2.497  4.524  -0.696  0.477
H  -1.538  3.656  -1.539  0.439
O  -1.003  -2.812  -1.465  -0.945
H  -0.467  -3.506  -1.867  0.462
H  -0.765  -2.983  -0.540  0.478

---

- Among the records above, which one has the lowest E?
  C25H32N10OV

---

- Which formula does entry 4 have?
  C3H13NO3

---

- Among the records above, which one has the highest E?
  C5H7N

---

- Which value of E does entry 1 give?
  -249.361375 a.u.